1.
ORCA calculation (ωB97M-V/def2-TZVPD) on a molecular structure, C36H78Ca3N2O14P2 at a distorted geometry.

ORCA input file:
```
! RIJCOSX wB97M-V def2-TZVPD def2/J DEFGRID3
* xyz 0 1
Ca -1.995 1.563 2.375
Ca 2.134 1.754 0.694
Ca -1.875 2.975 -0.821
P -3.388 3.902 1.529
O -3.654 2.902 2.676
O -3.788 3.313 0.129
O -1.852 3.625 1.407
O -3.382 5.428 1.684
P -0.229 1.077 0.256
O 0.152 1.349 1.701
O 0.816 0.037 -0.181
O 0.235 2.430 -0.376
O -1.760 0.964 0.230
C -1.408 -2.943 -2.253
C -1.883 -4.373 -2.314
C -2.675 -4.505 -1.020
O -1.963 -3.727 -0.075
C -1.199 -2.722 -0.748
H -2.162 -2.240 -2.630
H -0.543 -2.700 -2.873
H -1.019 -5.045 -2.281
H -2.425 -4.640 -3.222
H -2.753 -5.568 -0.775
H -3.715 -4.169 -1.115
H -0.140 -2.872 -0.513
H -1.497 -1.733 -0.402
C 0.610 -0.364 -4.872
C -0.379 0.232 -3.900
C -0.442 1.670 -4.376
O -0.244 1.643 -5.799
C 0.355 0.416 -6.163
H 0.533 -1.444 -5.007
H 1.642 -0.195 -4.547
H -0.013 0.213 -2.869
H -1.352 -0.258 -3.938
H 0.342 2.297 -3.933
H -1.353 2.208 -4.119
H 1.259 0.586 -6.759
H -0.289 -0.163 -6.839
C -4.863 -2.171 1.994
C -5.910 -1.049 1.983
C -5.073 0.166 2.385
O -3.685 -0.207 2.244
C -3.610 -1.454 1.547
H -5.160 -3.066 1.450
H -4.653 -2.464 3.028
H -6.719 -1.380 2.637
H -6.393 -0.930 1.009
H -5.328 0.405 3.420
H -5.224 1.062 1.786
H -2.700 -1.995 1.805
H -3.579 -1.275 0.465
C -4.373 0.253 -3.474
C -4.747 1.621 -4.051
C -4.082 2.621 -3.093
O -3.124 1.843 -2.331
C -3.725 0.579 -2.130
H -3.706 -0.294 -4.145
H -5.197 -0.437 -3.278
H -5.831 1.714 -4.060
H -4.341 1.714 -5.056
H -4.744 3.101 -2.368
H -3.547 3.437 -3.583
H -4.465 0.611 -1.322
H -2.980 -0.153 -1.815
C 2.738 -2.872 -3.145
C 3.688 -4.036 -3.286
C 4.795 -3.761 -2.239
O 4.272 -2.730 -1.400
C 2.896 -2.495 -1.685
H 1.701 -3.133 -3.377
H 2.919 -2.046 -3.838
H 4.035 -4.204 -4.305
H 3.158 -4.956 -3.024
H 5.713 -3.412 -2.707
H 4.962 -4.676 -1.671
H 2.658 -1.460 -1.444
H 2.280 -3.126 -1.031
C 2.925 3.770 -3.195
C 3.466 2.395 -3.604
C 3.000 1.495 -2.497
O 3.124 2.297 -1.307
C 2.944 3.691 -1.650
H 1.891 3.910 -3.506
H 3.564 4.531 -3.633
H 4.554 2.356 -3.677
H 3.061 2.090 -4.572
H 3.525 0.543 -2.437
H 1.939 1.256 -2.623
H 3.864 4.163 -1.291
H 2.109 4.228 -1.200
C 5.787 1.303 0.224
C 4.887 0.077 0.473
N 3.889 0.264 1.538
C 3.085 -0.977 1.643
C 3.808 -2.158 2.305
C 4.526 0.720 2.779
C 3.535 0.879 3.924
H 6.508 1.350 1.045
H 5.184 2.211 0.309
H 6.310 1.360 -0.725
H 4.392 -0.091 -0.489
H 5.484 -0.830 0.588
H 2.706 -1.203 0.650
H 2.169 -0.683 2.166
H 3.223 -3.072 2.230
H 3.992 -1.924 3.354
H 4.772 -2.350 1.837
H 5.358 0.075 3.084
H 4.926 1.723 2.610
H 3.061 -0.049 4.237
H 4.100 1.361 4.723
H 2.726 1.566 3.653
C -0.322 -1.402 3.576
C -1.359 -0.792 4.513
N -1.341 0.694 4.594
C -2.389 1.114 5.542
C -2.418 2.610 5.850
C -0.023 1.233 4.871
C 0.566 0.933 6.274
H 0.679 -1.220 3.972
H -0.411 -0.952 2.587
H -0.439 -2.482 3.507
H -2.378 -1.017 4.194
H -1.240 -1.200 5.525
H -3.374 0.797 5.188
H -2.266 0.517 6.460
H -1.426 2.922 6.167
H -2.752 3.187 4.985
H -3.160 2.758 6.635
H -0.022 2.311 4.703
H 0.701 0.811 4.179
H 0.468 -0.115 6.554
H 0.130 1.554 7.057
H 1.627 1.194 6.247
*
```

Summary:
LUMO, eV: -0.3
M, g/mol: 945.20
Energy, Eh: -5297.4159

***

2.
ORCA calculation (ωB97M-V/def2-TZVPD) on a single CH2N2P2 molecule at a distorted geometry.

ORCA input file:
```
! RIJCOSX wB97M-V def2-TZVPD def2/J DEFGRID3
* xyz 0 1
H -2.911 -0.868 -0.639
P -1.766 -1.294 0.172
N -0.954 0.014 0.139
P 0.414 0.616 0.856
C 1.897 0.026 0.007
N 2.748 -0.257 -0.693
H 0.572 1.762 0.158
*
```

Summary:
LUMO, eV: -1.3
SMILES: [H]/P=N/PC#N
M, g/mol: 103.99
Energy, Eh: -831.4545

***

3.
ORCA calculation (ωB97M-V/def2-TZVPD) on a molecular structure, C29H20Br3FeN4O3S2.

ORCA input file:
```
! RIJCOSX wB97M-V def2-TZVPD def2/J DEFGRID3
* xyz -2 6
Fe 0.077 0.711 -0.056
Br -0.406 5.242 2.441
C -0.470 3.525 3.241
C -0.654 3.439 4.622
C -0.705 2.226 5.251
Br -0.974 2.179 7.141
C -0.547 1.025 4.520
C -0.562 -0.275 5.069
C -0.384 -1.358 4.254
C -0.185 -1.152 2.878
N -0.173 0.041 2.343
C -0.356 1.125 3.120
C -0.358 2.401 2.408
O -0.273 2.448 1.146
H -0.763 4.351 5.193
H -0.718 -0.398 6.132
H -0.399 -2.365 4.651
H -0.052 -1.989 2.201
C -0.106 -1.286 -2.705
N 0.679 -1.211 -1.486
C 0.503 -2.426 -0.701
C 2.093 -0.982 -1.765
C 2.829 -0.553 -0.516
C 4.137 -0.971 -0.298
C 4.832 -0.538 0.825
C 4.196 0.308 1.722
C 2.879 0.701 1.494
C 2.143 0.285 0.380
H 0.200 -2.142 -3.332
H 0.018 -0.366 -3.276
H -1.158 -1.393 -2.441
H 0.864 -3.308 -1.261
H -0.551 -2.554 -0.457
H 1.081 -2.345 0.219
H 2.150 -0.177 -2.505
H 2.555 -1.880 -2.214
H 4.618 -1.639 -1.010
H 5.853 -0.862 0.998
H 4.724 0.660 2.604
H 2.413 1.361 2.222
S -1.709 1.668 -1.803
C -1.039 2.850 -2.783
C -1.916 3.551 -3.684
N -2.630 4.092 -4.409
C 0.331 3.178 -2.787
S 1.461 2.420 -1.813
C 0.784 4.218 -3.674
N 1.160 5.054 -4.372
Br -4.091 3.867 2.403
C -3.963 1.982 2.614
C -4.500 1.402 3.751
C -4.434 0.023 3.888
C -3.850 -0.750 2.896
C -3.286 -0.152 1.775
C -3.336 1.231 1.635
C -2.602 -1.030 0.732
O -2.956 -2.213 0.670
O -1.683 -0.490 0.048
H -4.956 2.020 4.513
H -4.842 -0.445 4.776
H -3.805 -1.828 2.971
H -2.878 1.708 0.778
*
```

Summary:
LUMO (alpha / beta), eV: 3.8 / 3.3
Expectation value of S²: 8.790
M, g/mol: 832.20
Energy, Eh: -11344.1240

***

4.
ORCA calculation (ωB97M-V/def2-TZVPD) on a molecular structure, C4H11NO3 at a distorted geometry.

ORCA input file:
```
! RIJCOSX wB97M-V def2-TZVPD def2/J DEFGRID3
* xyz -2 1
C 0.718 0.336 -1.009
O 0.985 -0.922 -0.478
C -0.252 1.130 -0.091
C -1.440 0.242 0.497
C -1.116 -0.247 1.896
O -2.084 -1.008 2.484
N -0.767 2.288 -1.098
H 1.652 0.913 -1.090
H 0.271 0.268 -2.011
H 0.412 1.133 0.797
H -2.268 0.958 0.438
H -1.585 -0.500 -0.285
H -0.816 0.653 2.509
H -0.208 -0.882 1.851
H -0.753 2.285 0.045
H -0.219 3.144 -0.912
H 3.504 -2.486 -1.459
H 1.793 -1.291 -0.977
O 3.128 -1.700 -1.875
*
```

Summary:
LUMO, eV: 6.5
M, g/mol: 121.14
Energy, Eh: -439.2368

***

5.
ORCA calculation (ωB97M-V/def2-TZVPD) on a molecular structure, C7H23N11O10Sr at a distorted geometry.

ORCA input file:
```
! RIJCOSX wB97M-V def2-TZVPD def2/J DEFGRID3
* xyz 0 1
Sr -18.974 14.850 12.496
C -22.509 11.920 12.879
C -21.416 12.952 12.981
O -20.270 12.575 12.685
O -21.651 14.092 13.434
H -23.403 12.198 13.438
H -22.287 10.980 13.384
H -22.673 11.722 11.820
N -17.340 13.530 10.119
O -17.133 14.643 10.546
O -16.974 13.206 8.982
O -17.765 12.663 10.862
C -21.145 17.741 13.176
O -20.407 17.094 12.433
N -21.926 17.179 14.019
N -21.176 19.037 13.240
H -22.588 17.648 14.622
H -22.043 16.184 14.148
H -21.873 19.509 13.797
H -20.702 19.496 12.475
C -18.930 15.772 15.970
O -19.077 15.560 14.800
N -19.172 16.886 16.600
N -18.599 14.882 16.852
H -19.742 17.563 16.113
H -18.880 17.024 17.557
H -18.612 13.937 16.498
H -18.517 15.142 17.825
C -17.296 17.909 12.311
O -17.331 16.799 12.848
N -17.185 18.072 11.036
N -17.266 18.998 13.044
H -16.857 17.287 10.492
H -16.892 18.995 10.747
H -17.054 19.926 12.707
H -17.408 18.823 14.029
C -17.077 12.407 14.159
O -17.038 13.540 13.733
N -16.609 12.135 15.374
N -17.785 11.465 13.632
H -16.127 12.849 15.901
H -16.653 11.240 15.839
H -18.566 11.769 13.069
H -17.734 10.509 13.955
C -21.220 14.666 9.722
O -20.196 14.566 10.366
N -22.274 15.366 9.982
N -21.293 14.142 8.573
H -23.046 15.253 9.342
H -22.293 15.745 10.919
H -20.477 13.548 8.534
H -22.186 14.113 8.102
*
```

Summary:
LUMO, eV: 0.0
M, g/mol: 508.95
Energy, Eh: -1666.1682

***

6.
ORCA calculation (ωB97M-V/def2-TZVPD) on 2 unconnected molecules or ions with the total composition C5H12N2O.

ORCA input file:
```
! RIJCOSX wB97M-V def2-TZVPD def2/J DEFGRID3
* xyz 0 1
H -2.897 -3.192 2.848
N -2.956 -2.779 1.922
C -1.979 -1.982 1.745
N -1.869 -1.206 0.621
C -0.554 -0.839 0.120
H -1.172 -1.822 2.466
H -2.549 -1.480 -0.075
H -0.668 -0.100 -0.669
H 0.041 -0.408 0.923
H 0.005 -1.687 -0.288
C 1.232 3.433 -0.719
C 1.609 1.997 -0.510
C 1.924 1.187 -1.507
O 2.183 -0.150 -1.330
H 1.849 4.101 -0.114
H 1.332 3.713 -1.767
H 0.199 3.603 -0.408
H 1.604 1.613 0.505
H 2.029 1.562 -2.521
H 2.204 -0.570 -2.190
*
```

Summary:
LUMO, eV: 0.7
SMILES: [H]/N=C/NC.C/C=C/O
M, g/mol: 116.16
Energy, Eh: -382.4185